a | Below is a cluster of 2 separate species, C2H7N2O2 in total, with properties calculated with ωB97M-V/def2-TZVPD.

Calculated values
frontier orbital gap	8.8605	eV
charge	-1
lowest unoccupied orbital energy	4.46	eV

Structure (XYZ):
```
13
C2H7N2O2 ωB97M-V/def2-TZVPD
N -1.380 -1.239 -1.188
C -0.237 -0.329 -1.372
N 1.041 -0.714 -0.727
H -1.922 -1.104 -0.323
H -0.859 -2.128 -1.003
H -0.480 0.633 -0.903
H -0.212 -0.185 -2.473
H 0.800 -1.443 -0.098
H 1.249 0.046 -0.110
O -0.772 1.418 1.771
C 0.516 1.617 2.001
O 1.497 0.968 1.597
H 0.758 2.459 2.830
```

b | Below is a cluster of 2 separate species, C2H7N2O2 in total, with properties calculated with ωB97M-V/def2-TZVPD.

Calculated values
frontier orbital gap	8.7553	eV
charge	-1
lowest unoccupied orbital energy	4.42	eV

Structure (XYZ):
```
13
C2H7N2O2 ωB97M-V/def2-TZVPD
N 1.077 -0.979 -0.871
C 1.856 0.234 -0.979
N 1.457 1.354 -0.110
H 0.170 -0.881 -1.306
H 0.867 -1.274 0.071
H 1.730 0.592 -1.997
H 2.910 -0.025 -0.874
H 1.987 1.217 0.751
H 0.499 1.177 0.239
O -2.098 -0.666 -0.258
C -1.859 -0.188 0.861
O -0.750 0.036 1.399
H -2.785 0.103 1.425
```

How far above the most stable structure does each one sit? In eV: a 0.669; b 0.000.

a | Below is a cluster of 2 separate species, C4H8N2O4 in total, with properties calculated with ωB97M-V/def2-TZVPD.

Calculated values
SMILES	C/C=[N+](\[O-])O.[H]/N=C/C(=O)O
frontier orbital gap	9.9923	eV
lowest unoccupied orbital energy	0.78	eV

Structure (XYZ):
```
18
C4H8N2O4 ωB97M-V/def2-TZVPD
C -1.456 -0.632 -0.847
C 1.525 -1.083 0.432
C -2.473 -0.541 0.194
C 1.457 0.349 0.608
N 1.450 1.153 -0.376
N -1.959 -0.806 1.343
O -1.148 0.657 -1.177
O -0.841 -1.545 -1.264
O 1.413 2.472 0.042
O 1.384 0.916 -1.613
H 0.676 -1.412 1.074
H 2.365 -1.453 1.098
H 1.435 -1.397 -0.658
H -3.542 -0.411 -0.110
H 1.413 0.903 1.593
H -0.209 0.582 -1.655
H 1.188 3.054 -0.737
H -2.677 -0.805 2.057
```

b | Below is a cluster of 2 separate species, C4H8N2O4 in total, with properties calculated with ωB97M-V/def2-TZVPD.

Calculated values
SMILES	NC(=O)[C@H]1NC(=O)[C@H]1O.O
frontier orbital gap	10.4681	eV
lowest unoccupied orbital energy	0.52	eV

Structure (XYZ):
```
18
C4H8N2O4 ωB97M-V/def2-TZVPD
N -2.629 1.286 0.048
C -1.612 0.517 -0.354
O -1.346 0.332 -1.542
C -0.773 -0.078 0.765
N 0.054 -1.206 0.387
C 1.282 -0.583 0.661
O 2.403 -1.015 0.813
C 0.560 0.721 1.065
O 0.853 1.872 0.364
H -3.168 1.801 -0.636
H -2.863 1.400 1.024
H -1.386 -0.251 1.660
H -0.222 -2.166 0.216
H 0.649 0.918 2.141
H 1.096 1.643 -0.556
H 1.572 -1.822 -1.802
O 2.422 -1.348 -2.102
H 3.108 -2.021 -2.153
```

How far above the most stable structure does each one sit? In eV: a 4.006; b 0.000.